12
Properties=species:S:1:pos:R:3:lowdin_charge:R:1 method="wB97M-V/def2-TZVPD" gap_ev=10.136 homo_ev=-9.149 total_charge=0 smiles="O=C1C[C@H]2C[C@@H]12" e_above_lowest_kcal_mol=72.2
O -1.105 2.316 0.062 0.11
C -0.643 1.211 0.010 -0.36
C -1.096 -0.127 -0.618 -0.04
C 0.003 -0.797 0.259 -0.22
C 1.417 -0.206 -0.208 -0.02
C 0.482 0.527 0.713 -0.18
H -2.102 -0.392 -0.277 0.12
H -1.070 -0.177 -1.715 0.12
H -0.096 -1.715 0.806 0.13
H 1.086 -0.754 -1.070 0.09
H 2.308 -0.554 0.306 0.09
H 0.816 0.668 1.732 0.15